{
  "formula": "C5H11FN2",
  "method": "the ωB97M-V functional and the def2-TZVPD basis",
  "species": ["N", "C", "C", "C", "F", "N", "C", "C", "H", "H", "H", "H", "H", "H", "H", "H", "H", "H", "H"],
  "positions_angstrom": [[-0.17619, 1.62144, 1.72230], [0.74357, 0.56917, 1.32047], [0.07352, -0.42517, 0.36815], [-1.24177, -0.97532, 0.88795], [-2.26212, -0.03862, 0.77963], [-0.14166, 0.22062, -0.92021], [-0.27307, -0.65124, -2.06127], [0.95267, 0.16016, -1.85797], [-0.65506, 1.97735, 0.90815], [0.35097, 2.41754, 2.11025], [1.04905, 0.03614, 2.20067], [1.67337, 0.92539, 0.80474], [0.76638, -1.30442, 0.25726], [-1.13995, -1.27959, 1.93135], [-1.51912, -1.83050, 0.27281], [-1.01663, -0.36285, -2.79497], [-0.15166, -1.71636, -1.89960], [1.86435, -0.37924, -1.57584], [1.10336, 1.03550, -2.45386]],
  "homo_energy_ev": -9.096,
  "e_above_lowest_kcal_mol": 31.2,
  "total_energy_ha": -406.4335,
  "orbital_gap_ev": 10.16
}